DFT (ωB97M-V/def2-TZVPD) results for a molecular structure, C36H50BFeN4P2SSi3.

As for the multiplicity: 6. The value obtained for the LUMO energy (alpha / beta) is 4.28 / 4.28 eV. The total charge is -2. The expectation value of S² is 8.774.

```
98
Properties=species:S:1:pos:R:3:lowdin_charge:R:1
Fe 0.74 0.44 0.77 0.5287
C 4.00 -2.41 0.76 -0.1704
Si 3.01 -1.93 -0.76 0.3022
C 2.92 -3.52 -1.77 -0.1754
C 4.07 -0.77 -1.80 -0.1787
N 1.50 -1.21 -0.40 -0.2971
P 0.08 -1.97 -0.05 0.6255
C -0.92 -0.92 0.77 -0.4769
P -1.80 0.24 -0.08 0.6433
N -0.78 1.55 -0.28 -0.2999
Si -1.34 3.13 -0.65 0.3149
C -2.70 3.24 -1.95 -0.1783
C -2.01 4.07 0.85 -0.1653
C 0.00 4.25 -1.37 -0.1882
C -3.13 0.81 1.06 -0.2771
C -4.37 1.26 0.61 -0.1063
C -5.29 1.80 1.49 -0.1057
C -4.98 1.91 2.84 -0.1215
C -3.76 1.44 3.30 -0.0965
C -2.85 0.89 2.42 -0.0882
C -2.59 -0.20 -1.59 -0.3522
C -2.07 0.17 -2.86 -0.1657
C -2.68 -0.21 -4.03 -0.1585
C -3.86 -1.00 -4.01 -0.1608
C -4.37 -1.40 -2.76 -0.1678
C -3.76 -1.04 -1.58 -0.1529
C 0.48 -3.37 1.08 -0.2701
C 0.58 -4.70 0.68 -0.1051
C 0.96 -5.69 1.59 -0.1030
C 1.24 -5.36 2.90 -0.1170
C 1.13 -4.03 3.32 -0.0953
C 0.75 -3.05 2.41 -0.0901
C -0.63 -2.76 -1.51 -0.2996
C -1.73 -3.61 -1.38 -0.1133
C -2.32 -4.18 -2.49 -0.1108
C -1.83 -3.89 -3.77 -0.1138
C -0.75 -3.04 -3.91 -0.1075
C -0.15 -2.48 -2.79 -0.1171
H 4.94 -2.89 0.47 0.0243
H 3.44 -3.11 1.37 0.0143
H 4.25 -1.54 1.39 -0.0151
H 3.94 -3.86 -1.97 0.0220
H 2.41 -3.39 -2.73 0.0132
H 2.41 -4.32 -1.23 0.0081
H 4.92 -1.33 -2.22 0.0243
H 4.48 0.06 -1.23 -0.0225
H 3.49 -0.36 -2.63 0.0274
H -3.56 2.62 -1.71 0.0116
H -2.34 2.92 -2.93 0.0199
H -3.02 4.28 -2.02 0.0222
H -2.85 3.54 1.30 0.0071
H -2.36 5.06 0.53 0.0217
H -1.26 4.22 1.63 0.0119
H 0.38 3.85 -2.31 0.0271
H 0.85 4.43 -0.71 -0.0180
H -0.47 5.22 -1.58 0.0257
H -4.61 1.18 -0.45 0.0871
H -6.25 2.15 1.13 0.0902
H -5.70 2.34 3.53 0.0857
H -3.51 1.52 4.36 0.0952
H -1.89 0.51 2.77 0.0823
H -1.15 0.75 -2.89 0.0883
H -2.24 0.09 -4.97 0.0787
H -4.35 -1.29 -4.93 0.0547
H -5.25 -2.03 -2.73 0.0821
H -4.16 -1.40 -0.64 0.0929
H 0.37 -4.96 -0.35 0.0936
H 1.03 -6.72 1.26 0.0908
H 1.54 -6.12 3.61 0.0870
H 1.34 -3.76 4.34 0.0971
H 0.64 -2.02 2.74 0.0863
H -2.14 -3.80 -0.39 0.1091
H -3.19 -4.81 -2.38 0.0926
H -2.31 -4.32 -4.64 0.0837
H -0.38 -2.78 -4.90 0.0941
H 0.67 -1.78 -2.90 0.0914
S 3.81 1.26 1.85 0.7381
C 5.31 1.34 1.04 -0.7692
N 6.33 1.39 0.50 0.0851
C 1.68 3.77 1.78 -0.2116
Si 3.09 3.09 0.80 0.2962
C 2.84 2.62 -0.97 -0.1969
C 4.49 4.33 0.90 -0.2073
H 1.49 4.80 1.44 0.0396
H 1.95 3.81 2.84 0.0403
H 0.75 3.21 1.69 -0.0078
H 2.87 3.52 -1.59 0.0374
H 1.91 2.10 -1.18 0.0177
H 3.67 1.98 -1.28 0.0113
H 4.13 5.27 0.47 0.0320
H 5.37 4.01 0.33 0.0189
H 4.79 4.52 1.93 0.0354
B 1.13 1.52 5.42 -0.4328
C 1.05 1.14 3.89 -0.2176
N 0.99 0.87 2.77 0.0417
H -0.01 1.70 5.81 -0.0086
H 1.66 0.59 6.00 -0.0081
H 1.79 2.53 5.50 -0.0106
```

=====

DFT (ωB97M-V/def2-TZVPD) results for 11 unconnected molecules or ions with the total composition C36H50Cl14O14 at a distorted geometry.

As for the structure (SMILES): O=C1C=C(O)C(=O)C=C1O.O=C1C=C(O)C(=O)C=C1O.O=C1C=C(O)C(=O)C=C1O.COCCOC.ClCCCl.ClCCCl.ClCCCl.ClCCCl.ClCCCl.ClCCCl.ClCCCl. The value obtained for the LUMO energy is -1.98 eV. The total charge is 0.

```
114
Properties=species:S:1:pos:R:3:lowdin_charge:R:1
Cl 2.62 4.80 2.85 0.6022
C 2.34 3.16 2.28 -0.7040
C 2.05 2.19 3.43 -0.6765
Cl 0.68 2.72 4.39 0.5750
H 3.19 2.80 1.69 0.0513
H 1.51 3.15 1.57 -0.0336
H 2.89 2.13 4.11 0.0743
H 1.75 1.23 3.00 0.0079
Cl -3.23 -1.47 -0.68 0.6533
C -4.77 -2.02 0.10 -0.5907
C -4.99 -1.46 1.50 -0.6770
Cl -6.43 -2.24 2.19 0.5925
H -4.75 -3.11 -0.02 0.0647
H -5.58 -1.75 -0.57 0.0715
H -5.14 -0.39 1.40 0.0135
H -4.11 -1.66 2.11 0.0544
Cl 0.34 3.55 -2.23 0.6216
C 1.48 4.84 -1.80 -0.6179
C 1.71 4.93 -0.30 -0.6211
Cl 0.42 5.98 0.43 0.5614
H 1.21 5.81 -2.20 0.0724
H 2.39 4.49 -2.30 0.0583
H 2.64 5.45 -0.03 0.0622
H 1.68 3.99 0.24 -0.0019
Cl 2.58 1.65 -4.32 0.5180
C 2.83 -0.12 -4.49 -0.6360
C 2.11 -0.63 -5.74 -0.6293
Cl 0.45 0.01 -5.91 0.5289
H 2.53 -0.58 -3.55 -0.0049
H 3.90 -0.30 -4.57 0.0683
H 1.97 -1.70 -5.61 0.0677
H 2.62 -0.42 -6.68 0.0667
Cl -4.31 1.92 -0.08 0.6000
C -3.57 3.37 0.57 -0.6433
C -2.51 3.81 -0.43 -0.7262
Cl -3.18 4.65 -1.86 0.5755
H -3.08 3.05 1.49 0.0276
H -4.28 4.16 0.78 0.0786
H -1.90 3.00 -0.81 -0.0188
H -1.76 4.48 -0.01 0.0039
Cl -1.60 -0.51 3.69 0.6604
C -2.83 0.58 3.00 -0.6917
C -4.01 0.73 3.96 -0.6298
Cl -5.24 1.84 3.32 0.5849
H -3.17 0.25 2.02 0.0105
H -2.35 1.55 2.86 0.0091
H -3.69 1.13 4.92 0.0696
H -4.47 -0.24 4.10 0.0572
Cl 0.86 -1.41 -1.66 0.6704
C 0.22 0.19 -1.11 -0.5928
C -0.24 0.08 0.32 -0.6165
Cl -0.34 1.63 1.18 0.7302
H -0.57 0.51 -1.79 0.0518
H 1.02 0.91 -1.30 0.0204
H 0.48 -0.48 0.92 0.0258
H -1.21 -0.40 0.43 -0.0061
C 2.61 -2.33 5.25 -0.0760
O 1.67 -1.73 4.39 -0.2252
C 2.14 -1.25 3.17 -0.2031
C 2.54 -2.29 2.14 -0.1551
O 1.46 -3.14 1.85 -0.3162
C 1.83 -4.16 0.93 -0.0257
H 3.02 -3.26 4.85 0.0921
H 2.03 -2.49 6.16 0.1019
H 3.48 -1.72 5.54 0.0929
H 2.98 -0.55 3.26 0.1340
H 1.31 -0.65 2.76 0.0891
H 3.38 -2.89 2.51 0.1347
H 2.94 -1.73 1.29 0.1219
H 2.06 -3.65 -0.01 0.0900
H 1.01 -4.85 0.82 0.0840
H 2.73 -4.68 1.29 0.1123
C -3.21 1.97 -4.24 0.0553
C -4.24 2.65 -4.79 -0.2413
C -5.63 2.07 -4.82 -0.3108
O -6.58 2.74 -5.16 0.1193
C -5.74 0.67 -4.37 0.0821
C -4.67 0.00 -3.92 -0.2353
C -3.32 0.61 -3.76 -0.3328
O -2.34 -0.03 -3.41 0.0538
O -4.70 -1.29 -3.57 0.0702
O -4.10 3.91 -5.20 0.0951
H -2.24 2.44 -4.14 0.1245
H -6.69 0.18 -4.50 0.1344
H -3.79 -1.56 -3.34 0.0772
H -4.97 4.16 -5.56 0.1256
C -0.25 -5.45 3.14 0.0821
C -0.18 -4.16 2.77 -0.2162
C -0.72 -3.67 1.46 -0.3385
O -0.59 -2.51 1.14 0.0481
C -1.41 -4.66 0.66 0.0662
C -1.41 -5.95 1.01 -0.2234
C -0.84 -6.48 2.30 -0.3295
O -0.94 -7.66 2.56 0.1078
O -2.00 -6.87 0.22 0.0982
O 0.47 -3.32 3.58 0.0396
H 0.06 -5.75 4.14 0.1374
H -1.91 -4.31 -0.24 0.1267
H -1.81 -7.72 0.66 0.1160
H 0.48 -2.43 3.18 0.0746
C 6.27 0.00 -1.96 0.0724
C 6.93 1.14 -1.76 -0.2289
C 6.34 2.30 -1.00 -0.3080
O 6.86 3.37 -0.85 0.1375
C 5.03 1.97 -0.38 0.0803
C 4.35 0.84 -0.61 -0.2286
C 4.91 -0.24 -1.50 -0.3204
O 4.31 -1.26 -1.72 0.0961
O 3.12 0.60 -0.15 0.0603
O 8.15 1.36 -2.28 0.1107
H 6.85 -0.75 -2.49 0.1411
H 4.58 2.71 0.27 0.1117
H 2.80 -0.28 -0.45 0.0525
H 8.48 2.22 -1.96 0.1218
```

=====

> Which of these has the lowest total charge?

C36H50BFeN4P2SSi3

=====

> Which of these has the highest total charge?

C36H50Cl14O14

=====

> Which of these has the lowest total charge?

C36H50BFeN4P2SSi3

=====

> Among the records above, which one has the highest total charge?

C36H50Cl14O14